Entry 1:
# C4H4O2

An isolated molecule of C4H4O2 at a distorted geometry (the ωB97M-V functional and the def2-TZVPD basis, OMol25).

Last column: natural (NBO) charge in e.
Cartesian coordinates (Å):
O  -0.94  1.23  1.80  -0.56
C  -0.33  0.50  1.05  0.77
C  -0.83  0.43  -0.38  -0.54
C  0.30  -0.37  -0.95  -0.27
C  1.13  -0.63  0.11  0.08
O  0.79  -0.09  1.38  -0.45
H  -1.73  -0.19  -0.34  0.25
H  -1.07  1.28  -0.90  0.25
H  0.55  -1.04  -1.93  0.25
H  2.14  -1.12  0.16  0.22

Properties
Frontier orbital gap   10.54 eV
SMILES   O=C1CC=CO1



Entry 2:
# C3H10O3S

A cluster of 3 separate species, C3H10O3S in total at a distorted geometry (the ωB97M-V functional and the def2-TZVPD basis, OMol25).

Last column: natural (NBO) charge in e.
Cartesian coordinates (Å):
O  -1.77  -0.83  -0.69  -0.53
C  -0.90  -0.09  -1.09  0.44
C  -0.56  1.18  -0.35  -0.53
C  0.06  0.86  1.05  -0.51
S  0.90  -0.73  1.26  -0.02
H  -0.18  -0.51  -1.82  0.12
H  -1.47  1.75  -0.19  0.24
H  0.14  1.76  -0.95  0.21
H  0.80  1.63  1.26  0.23
H  -0.74  0.94  1.78  0.23
H  2.12  -0.25  1.06  0.12
O  -4.48  0.73  1.13  -0.95
H  -5.13  0.05  0.90  0.47
H  -3.62  0.28  1.18  0.48
O  5.34  -0.42  -2.45  -0.94
H  5.65  -0.01  -1.64  0.47
H  4.87  -1.22  -2.21  0.47

Properties
Frontier orbital gap   9.76 eV
SMILES   O=CCCS.O.O



Entry 3:
# C12H15BrCl2NO5S2Sm

A structure of composition C12H15BrCl2NO5S2Sm at a distorted geometry (the ωB97M-V functional and the def2-TZVPD basis, OMol25).

Last column: Mulliken spin population.
Cartesian coordinates (Å):
Sm  0.07  0.23  0.47  5.06
O  -1.28  -3.33  0.79  0.00
C  -0.43  -2.66  0.28  0.00
O  0.33  -1.75  0.91  -0.02
C  -0.06  -2.82  -1.20  0.00
C  1.47  -2.73  -1.35  0.00
C  1.93  -3.37  -2.65  0.00
C  1.42  -2.34  -3.69  0.00
C  0.85  -1.25  -2.78  0.00
O  1.67  -1.32  -1.58  0.00
C  -0.51  -1.65  -2.19  0.01
C  -1.10  -0.46  -1.44  -0.01
O  -1.92  -0.63  -0.51  -0.01
O  -0.55  0.69  -1.57  -0.01
H  -0.45  -3.79  -1.50  0.00
H  2.01  -3.03  -0.46  0.00
H  1.50  -4.37  -2.78  0.00
H  3.01  -3.45  -2.67  0.00
H  0.66  -2.74  -4.36  0.00
H  2.23  -1.95  -4.29  0.00
H  0.87  -0.24  -3.19  0.00
H  -1.22  -2.00  -2.94  0.00
Cl  2.58  0.36  1.88  0.00
C  3.38  1.52  0.79  0.00
Cl  2.63  1.47  -0.81  0.00
H  4.42  1.24  0.71  0.00
H  3.24  2.51  1.21  0.00
S  0.17  3.35  0.28  0.00
C  -1.45  3.50  0.71  0.00
N  -2.41  2.67  0.35  0.00
C  -3.76  2.90  0.85  0.00
C  -3.60  3.82  2.06  0.00
S  -2.07  4.76  1.74  0.00
H  -2.20  1.88  -0.24  0.00
H  -4.20  1.95  1.15  0.00
H  -4.37  3.35  0.07  0.00
H  -3.44  3.24  2.97  0.00
H  -4.44  4.50  2.18  0.00
Br  -1.05  0.87  2.85  -0.02

Properties
Multiplicity   6
Frontier orbital gap (spin up / spin down)   8.86 / 8.90 eV
⟨S²⟩   8.759



Entry 4:
# C25H30ClN3O6S

A structure of composition C25H30ClN3O6S at a distorted geometry (the ωB97M-V functional and the def2-TZVPD basis, OMol25).

Last column: natural (NBO) charge in e.
Cartesian coordinates (Å):
C  0.74  -2.65  -5.46  -0.25
O  -0.32  -1.69  -5.47  -0.50
C  -0.65  -1.03  -4.33  0.30
C  -1.76  -0.16  -4.38  -0.24
C  -2.15  0.52  -3.27  -0.23
C  -1.48  0.34  -2.06  0.08
C  -1.95  1.16  -0.82  -0.39
C  -1.32  0.46  0.46  -0.42
C  -0.95  1.13  1.72  -0.25
N  0.44  1.75  1.81  -0.22
C  0.93  1.61  3.26  -0.24
C  2.32  2.19  3.39  -0.26
N  2.76  2.80  2.10  -0.39
C  2.80  1.73  1.05  -0.26
C  1.43  1.11  0.86  -0.25
C  1.77  3.84  1.69  -0.26
C  0.39  3.25  1.50  -0.24
C  -1.67  -0.98  0.61  0.52
C  -0.90  -1.84  1.57  -0.71
O  -2.64  -1.45  0.00  -0.66
C  -0.28  -0.37  -2.04  -0.21
C  0.15  -1.08  -3.16  -0.31
H  0.67  -3.09  -6.44  0.20
H  1.69  -2.13  -5.32  0.17
H  0.58  -3.37  -4.66  0.18
H  -2.33  -0.09  -5.31  0.22
H  -3.01  1.18  -3.32  0.23
H  -1.55  2.23  -0.96  0.22
H  -1.63  1.96  1.95  0.21
H  -1.03  0.45  2.61  0.22
H  0.21  2.15  3.88  0.22
H  0.90  0.55  3.51  0.23
H  2.32  2.97  4.15  0.22
H  3.02  1.39  3.66  0.22
H  3.13  2.19  0.11  0.22
H  3.51  0.96  1.35  0.21
H  1.44  0.03  1.06  0.23
H  1.06  1.30  -0.15  0.25
H  1.75  4.60  2.48  0.22
H  2.13  4.29  0.75  0.22
H  0.03  3.36  0.48  0.24
H  -0.34  3.70  2.19  0.22
H  -1.30  -1.75  2.57  0.22
H  -1.02  -2.88  1.31  0.24
H  0.16  -1.66  1.61  0.19
H  0.33  -0.44  -1.13  0.21
H  1.04  -1.74  -3.09  0.21
O  -10.75  1.60  -1.62  -0.37
N  -9.91  1.19  -2.44  0.50
O  -10.22  0.66  -3.54  -0.38
C  -8.53  1.38  -2.18  0.02
C  -7.59  1.07  -3.18  -0.15
C  -6.30  1.56  -3.10  -0.23
C  -5.96  2.43  -2.06  -0.19
S  -4.33  3.24  -2.04  1.91
C  -3.31  1.53  -0.69  -0.13
Cl  -3.71  2.26  0.82  0.02
O  -3.81  3.15  -3.39  -0.95
O  -4.44  4.52  -1.37  -0.92
C  -6.81  2.61  -0.99  -0.24
C  -8.12  2.12  -1.05  -0.16
H  -7.92  0.45  -4.00  0.25
H  -5.59  1.29  -3.88  0.25
H  -4.01  0.90  -1.18  0.21
H  -6.50  3.17  -0.12  0.25
H  -8.83  2.30  -0.25  0.25

Properties
Frontier orbital gap   5.81 eV